[1]
Density functional theory data (ωB97M-V/def2-TZVPD) for C21H21ClINO8S2SiTb as an isolated structure.

Cartesian coordinates (Å):
Tb  -0.5458  -0.1382  0.4446
Cl  5.1059  -4.8999  0.0861
C  4.0414  -3.5337  -0.0359
C  4.5778  -2.2709  -0.1502
C  3.7260  -1.1965  -0.3172
I  4.4028  0.7776  -0.5196
C  2.3354  -1.2969  -0.3689
O  1.5859  -0.2999  -0.6341
C  1.8001  -2.6039  -0.0821
N  0.4672  -2.6658  0.0990
C  -0.0919  -3.8435  0.2613
C  0.6476  -5.0389  0.2401
C  2.0126  -4.9895  0.1407
C  2.6498  -3.7387  0.0092
H  5.6479  -2.1304  -0.1243
H  -1.1675  -3.8447  0.3929
H  0.1327  -5.9856  0.3146
H  2.6123  -5.8888  0.1460
O  -1.5689  0.6349  -1.4732
S  -2.4909  1.4586  -0.6937
O  -2.7763  2.7396  -1.2984
O  -2.0434  1.5452  0.7021
C  -4.1039  0.6429  -0.5515
C  -5.1974  1.2993  -1.0948
C  -6.4826  0.8343  -0.8641
C  -6.6821  -0.2753  -0.0563
C  -5.5906  -0.9521  0.4584
C  -4.3074  -0.4952  0.2053
S  -2.9609  -1.5523  0.7570
O  -2.2605  -0.9114  1.8691
O  -3.5722  -2.8136  1.1197
O  -2.0703  -1.6616  -0.3993
H  -5.0129  2.1770  -1.6935
H  -7.3276  1.3410  -1.3068
H  -7.6832  -0.6211  0.1603
H  -5.6903  -1.8508  1.0512
C  0.6904  3.4158  0.0769
O  0.5542  2.1137  -0.4633
H  1.2138  4.0706  -0.6262
H  1.2290  3.3897  1.0290
H  -0.3206  3.7861  0.2426
H  1.4246  1.8042  -0.7657
C  -1.4103  0.9000  6.0686
Si  0.2770  0.1352  5.5846
C  1.6384  1.0282  6.6075
C  0.3003  -1.7102  6.1053
C  0.5346  0.2283  3.7615
C  0.5361  0.1942  2.5394
H  -1.6241  0.8246  7.1330
H  -2.2059  0.4015  5.5238
H  -1.4500  1.9501  5.7955
H  1.4676  0.9207  7.6762
H  1.6719  2.0901  6.3828
H  2.6203  0.6195  6.3880
H  0.1655  -1.8588  7.1746
H  1.2434  -2.1702  5.8238
H  -0.4879  -2.2475  5.5861

Computed properties:
- charge = -1
- maximum force (eV Å⁻¹) = 3.9
- E_tot (eV) = -112598.019
- spin multiplicity = 7
- LUMO energy (spin up / spin down) (eV) = 2.310 / 2.310
- HOMO (spin up / spin down) (eV) = -5.072 / -5.079
- <S²> = 12.605
- Kohn-Sham gap (spin up / spin down) (eV) = 7.38 / 7.39

Atom charges from the Löwdin analysis, given in e for atoms 1 to 2:
1 Tb 1.575
2 Cl 0.654

[2]
Density functional theory data (ωB97M-V/def2-TZVPD) for one molecule with the formula C21H21F3N2O5S.

Cartesian coordinates (Å):
C  -1.6159  -3.2070  0.1107
C  -0.1561  -3.6100  0.1999
O  0.6184  -2.4201  0.3914
C  1.9290  -2.5028  0.1991
O  2.5212  -3.5175  -0.0595
C  2.5728  -1.1350  0.3352
C  3.5535  -1.1020  1.5123
C  4.2104  0.2747  1.5854
C  4.9132  0.5903  0.2638
N  4.0373  0.4410  -0.8724
S  3.2922  1.7711  -1.5082
O  2.8539  1.4324  -2.8256
O  4.1685  2.8870  -1.3156
C  1.8092  2.0636  -0.5187
C  1.8802  2.8885  0.5888
C  0.7527  3.0659  1.3712
C  -0.4224  2.4209  1.0226
F  -1.4893  2.6097  1.8321
C  -0.5245  1.6042  -0.1026
C  -1.7340  0.8328  -0.5492
O  -1.6071  -0.1513  -1.2456
N  -2.9293  1.3355  -0.1347
C  -4.2076  0.8340  -0.3814
C  -4.4551  -0.2765  -1.1852
C  -5.7508  -0.7148  -1.3824
C  -6.8104  -0.0551  -0.7863
F  -8.0662  -0.4890  -0.9835
C  -6.5677  1.0547  0.0143
F  -7.5835  1.7080  0.6001
C  -5.2771  1.4994  0.2177
C  0.6316  1.4374  -0.8663
C  3.3400  -0.8140  -0.9591
H  -1.7289  -2.4283  -0.6386
H  -1.9613  -2.8199  1.0656
H  -2.2196  -4.0667  -0.1638
H  0.1830  -4.0994  -0.7190
H  0.0287  -4.2900  1.0388
H  1.7762  -0.4049  0.4985
H  3.0255  -1.3179  2.4431
H  4.3112  -1.8737  1.3633
H  4.9405  0.3006  2.3950
H  3.4472  1.0294  1.7886
H  5.2827  1.6155  0.2392
H  5.7590  -0.0924  0.1268
H  2.8088  3.3884  0.8138
H  0.7651  3.6932  2.2486
H  -2.9245  2.1606  0.4475
H  -3.6346  -0.7906  -1.6544
H  -5.9533  -1.5729  -2.0026
H  -5.1185  2.3621  0.8467
H  0.5905  0.8143  -1.7463
H  2.6703  -0.7486  -1.8168
H  4.0651  -1.6148  -1.1421

Computed properties:
- charge = 0
- maximum force (eV Å⁻¹) = 1.1
- E_tot (eV) = -54323.946
- LUMO energy (eV) = -0.277
- HOMO (eV) = -8.957
- Kohn-Sham gap (eV) = 8.68

Atom charges from the Löwdin analysis, given in e for atoms 1 to 2:
1 C -0.059
2 C -0.207

[3]
Density functional theory data (ωB97M-V/def2-TZVPD) for C21H21F4N4O3PdS as an isolated structure.

Cartesian coordinates (Å):
Pd  -1.5213  -1.2130  -0.2270
N  4.0246  4.3499  -1.4264
C  3.5329  3.0663  -1.1516
C  2.6052  2.4682  -2.0039
C  2.1610  1.1802  -1.7578
C  2.6270  0.4739  -0.6585
C  3.5572  1.0579  0.1873
C  4.0079  2.3448  -0.0581
S  2.0178  -1.1701  -0.3659
O  3.0000  -1.8429  0.4429
O  1.6999  -1.7005  -1.6661
N  0.6114  -0.9811  0.3959
C  0.5486  -0.5667  1.6844
N  -0.6799  -0.6912  2.2388
C  -0.8340  -0.2835  3.4839
C  0.1963  0.2690  4.2327
C  1.4114  0.3673  3.5697
N  1.6082  -0.0304  2.3240
H  3.4006  4.9246  -1.9702
H  4.3717  4.8412  -0.6180
H  2.2386  3.0134  -2.8671
H  1.4592  0.7015  -2.4282
H  3.9110  0.4952  1.0389
H  4.7376  2.7962  0.6053
H  -1.8294  -0.4013  3.9051
H  0.0650  0.5963  5.2530
H  2.2728  0.7986  4.0753
C  -1.1295  3.1442  -1.3836
C  -1.7535  3.3128  0.0012
C  -1.4234  1.9777  0.6558
O  -1.3889  1.0326  -0.4190
C  -1.4602  1.6906  -1.6834
H  -0.0465  3.2771  -1.3305
H  -1.5349  3.8258  -2.1312
H  -2.8356  3.4283  -0.0890
H  -1.3574  4.1588  0.5620
H  -2.1681  1.6462  1.3783
H  -0.4390  1.9949  1.1352
H  -2.4728  1.5763  -2.0843
H  -0.7593  1.2012  -2.3592
F  -4.2857  -2.0818  0.0598
C  -3.4904  -1.1558  -0.5493
F  -3.9783  0.0551  -0.0545
F  -3.9197  -1.1523  -1.8549
F  -1.4077  -7.2699  -0.7542
C  -1.4726  -5.9089  -0.6446
C  -1.8645  -5.3545  0.5548
C  -1.9278  -3.9694  0.6535
C  -1.6014  -3.1360  -0.4185
C  -1.2102  -3.7498  -1.6095
C  -1.1437  -5.1340  -1.7346
H  -2.1107  -5.9984  1.3896
H  -2.2476  -3.5298  1.5912
H  -0.9352  -3.1391  -2.4603
H  -0.8372  -5.6056  -2.6594

Computed properties:
- charge = -1
- maximum force (eV Å⁻¹) = 0.9
- E_tot (eV) = -59407.665
- LUMO energy (eV) = 2.486
- HOMO (eV) = -4.769
- Kohn-Sham gap (eV) = 7.26

Atom charges from the Löwdin analysis, given in e for atoms 1 to 2:
1 Pd 0.894
2 N 0.080

[4]
Density functional theory data (ωB97M-V/def2-TZVPD) for a 2-piece molecular cluster, C21H21F6 overall.

Cartesian coordinates (Å):
C  0.1206  5.1041  0.5547
C  -0.8215  4.0059  1.0890
C  -0.2607  3.4328  2.3919
C  -1.0975  2.9187  0.0368
C  -2.3938  2.9867  -0.7236
C  -0.2163  1.9524  -0.2653
H  -0.2631  5.5654  -0.3599
H  0.2448  5.9087  1.2885
H  1.1174  4.6967  0.3368
H  -1.7975  4.4799  1.2971
H  -0.9249  2.6588  2.7872
H  0.7315  2.9941  2.2342
H  -0.1787  4.2238  3.1446
H  -3.0978  3.6983  -0.2687
H  -2.2472  3.2833  -1.7726
H  -2.8489  1.9836  -0.7452
H  -0.2993  1.4988  -1.2575
H  0.6447  1.7267  0.3578
F  5.2171  -2.6824  -3.3120
C  4.1197  -2.4714  -4.0961
F  4.4434  -1.4768  -4.9729
F  3.9265  -3.6234  -4.8310
C  2.8889  -2.1741  -3.3052
C  2.0071  -1.1811  -3.7360
C  0.9771  -0.7916  -2.9090
C  0.7438  -1.4459  -1.6573
C  -0.2491  -0.9416  -0.7933
C  -0.6408  -1.4832  0.4514
C  0.1979  -2.2003  1.3528
C  -0.3389  -2.8157  2.4668
C  -1.6656  -2.5699  2.8150
C  -2.2019  -3.1018  4.1069
F  -3.0843  -2.2467  4.7046
F  -2.8723  -4.2870  3.8885
F  -1.2199  -3.3572  5.0208
C  -2.5020  -1.7968  2.0067
C  -1.9845  -1.2293  0.8603
C  1.5466  -2.5933  -1.3742
C  2.6279  -2.9199  -2.1591
H  2.1804  -0.6935  -4.6965
H  0.3583  0.0558  -3.1885
H  -0.9401  -0.2306  -1.2282
H  1.2782  -2.2349  1.1918
H  0.2664  -3.4546  3.1236
H  -3.5364  -1.6253  2.3015
H  -2.6049  -0.5913  0.2417
H  1.3420  -3.2132  -0.5046
H  3.3077  -3.7413  -1.8944

Computed properties:
- charge = +1
- maximum force (eV Å⁻¹) = 2.4
- E_tot (eV) = -38414.940
- LUMO energy (eV) = -6.475
- HOMO (eV) = -12.031
- Kohn-Sham gap (eV) = 5.56

Atom charges from the Löwdin analysis, given in e for atoms 1 to 2:
1 C -0.061
2 C -0.395

[5]
Density functional theory data (ωB97M-V/def2-TZVPD) for one molecule with the formula C21H21FN2O2.

Cartesian coordinates (Å):
O  0.0537  4.7046  -1.7020
C  0.8484  3.8679  -2.1569
C  0.5520  2.4057  -2.2266
C  1.1699  1.6186  -1.0130
C  1.0368  0.0882  -1.1758
N  0.3542  -0.3966  0.0607
C  1.0913  -0.4955  1.3187
C  1.8226  -1.8322  1.0164
C  0.6666  -2.7085  0.3429
C  -0.4549  -1.7024  -0.0021
C  -1.4417  -1.7101  1.1945
C  -1.1710  -1.0961  2.3828
N  -2.2142  -1.2901  3.2469
C  -3.1144  -2.1793  2.6699
C  -4.3004  -2.6405  3.1192
C  -5.0481  -3.5947  2.3530
C  -4.5837  -4.0490  1.0381
F  -5.3016  -4.7623  0.0776
C  -3.3549  -3.5114  0.6116
C  -2.6812  -2.4961  1.3954
C  0.1242  -0.4233  2.6490
C  2.1078  4.2669  -2.7263
C  2.7302  5.5218  -2.8749
C  4.0410  5.3258  -3.3317
C  4.1392  3.9791  -3.5432
O  3.0198  3.3414  -3.1778
H  -0.4832  2.2647  -2.1642
H  1.0272  1.9499  -3.1586
H  2.2145  1.9070  -0.8869
H  0.7061  1.9153  -0.1792
H  2.0412  -0.4437  -1.3101
H  0.4507  -0.1150  -2.0345
H  1.8496  0.2579  1.4881
H  2.2031  -2.3375  1.8594
H  2.6976  -1.7456  0.2868
H  0.9820  -3.1530  -0.6577
H  0.3534  -3.5126  1.0225
H  -1.0079  -1.8360  -1.0010
H  -2.1224  -1.0974  4.2210
H  -4.5855  -2.3312  4.1100
H  -5.9184  -3.8555  2.8640
H  -2.9641  -3.8124  -0.3147
H  -0.1900  0.5877  2.9229
H  0.6319  -0.8993  3.4564
H  2.2354  6.4774  -2.5684
H  4.8564  6.0078  -3.4296
H  4.9306  3.5397  -4.0723

Computed properties:
- charge = 0
- maximum force (eV Å⁻¹) = 4.4
- E_tot (eV) = -31907.398
- LUMO energy (eV) = 0.142
- HOMO (eV) = -7.700
- Kohn-Sham gap (eV) = 7.84

Atom charges from the Löwdin analysis, given in e for atoms 1 to 2:
1 O 0.079
2 C -0.356

[6]
Density functional theory data (ωB97M-V/def2-TZVPD) for C21H21LiN3 as an isolated structure.

Cartesian coordinates (Å):
Li  -1.2331  0.7050  -0.0016
C  -0.5210  -4.9093  -0.0114
C  0.1486  -3.8352  -0.4369
C  -0.4398  -2.5625  -0.5084
C  -1.7296  -2.3724  -0.0863
C  -2.4401  -3.5048  0.5393
C  -1.8334  -4.7267  0.4991
N  -2.2747  -1.1181  -0.1869
N  -3.5411  -1.0364  -0.0997
C  -4.0838  0.2762  -0.1729
C  -5.4610  0.4366  -0.1065
C  -6.0362  1.6996  -0.1870
C  -5.1891  2.7993  -0.3189
C  -3.8187  2.5280  -0.3339
N  -3.2843  1.3494  -0.1993
H  -0.1561  -5.9644  0.0717
H  1.1733  -3.9093  -0.6881
H  0.0447  -1.5789  -0.7517
H  -3.4141  -3.2904  0.9746
H  -2.3898  -5.7174  0.7622
H  -6.0842  -0.4456  -0.0485
H  -7.0800  1.8899  -0.1501
H  -5.5090  3.8399  -0.3364
H  -3.1036  3.3752  -0.4278
C  2.6662  3.0724  1.1624
C  2.0526  2.0229  0.1979
C  1.9525  2.6752  -1.2342
C  0.6423  1.4547  0.5708
C  3.1020  0.9014  0.0603
C  4.3757  1.1308  -0.4902
C  5.2943  0.0974  -0.4672
C  4.9933  -1.1948  0.0330
C  3.7129  -1.3962  0.5652
C  2.7937  -0.3553  0.5364
H  2.0950  4.0247  1.2362
H  3.7145  3.2741  0.8230
H  2.6481  2.7147  2.1897
H  1.2136  3.4255  -1.2035
H  1.6835  1.9897  -2.0209
H  2.8111  3.2658  -1.5909
H  0.5804  1.5064  1.6607
H  4.7057  2.1031  -0.8950
H  6.2599  0.2239  -0.8793
H  5.6963  -1.9918  0.0229
H  3.3977  -2.3348  0.9518
H  1.8646  -0.5375  0.9765

Computed properties:
- charge = -1
- maximum force (eV Å⁻¹) = 3.6
- E_tot (eV) = -26791.118
- LUMO energy (spin up / spin down) (eV) = 2.962 / 2.898
- HOMO (spin up / spin down) (eV) = -3.242 / -2.708
- Kohn-Sham gap (spin up / spin down) (eV) = 6.20 / 5.61

Atom charges from the Löwdin analysis, given in e for atoms 1 to 2:
1 Li 0.529
2 C -0.156

[7]
Density functional theory data (ωB97M-V/def2-TZVPD) for a 2-piece molecular cluster, C21H21N2 overall.

Cartesian coordinates (Å):
C  -3.8824  -3.4139  0.5617
C  -4.1002  -2.0309  0.4963
C  -3.0206  -1.1493  0.5027
C  -1.7005  -1.6318  0.6298
C  -0.5517  -0.7141  0.6250
C  -0.5889  0.4048  -0.2148
C  0.4677  1.3020  -0.4451
C  0.3016  2.6024  -1.0985
C  1.3180  3.5729  -0.9543
C  1.2508  4.7686  -1.6599
C  0.1534  5.0327  -2.4945
C  -0.8831  4.0961  -2.5992
C  -0.8242  2.8917  -1.8943
C  0.5938  -1.0184  1.4916
C  1.9274  -0.8396  1.0764
C  3.0017  -1.0761  1.9288
C  2.7664  -1.5030  3.2372
C  1.4511  -1.7246  3.6683
C  0.3824  -1.5088  2.8006
C  -1.4974  -3.0295  0.7212
C  -2.5748  -3.9106  0.6612
H  -4.7286  -4.1028  0.5297
H  -5.1153  -1.6356  0.4311
H  -3.1862  -0.0708  0.4511
H  -1.5075  0.5541  -0.7955
H  1.3772  1.2319  0.1486
H  2.1678  3.3589  -0.3005
H  2.0500  5.5024  -1.5547
H  0.0955  5.9795  -3.0377
H  -1.7495  4.3064  -3.2281
H  -1.6325  2.1620  -1.9914
H  2.1231  -0.5404  0.0517
H  4.0182  -0.9327  1.5573
H  3.6023  -1.6745  3.9147
H  1.2582  -2.0759  4.6832
H  -0.6405  -1.6927  3.1386
H  -0.4785  -3.4160  0.8111
H  -2.3935  -4.9867  0.6902
N  1.6149  0.1649  -1.9239
N  1.9604  -1.2072  -2.2791
H  2.4116  0.7606  -2.1464
H  0.8449  0.4317  -2.5340
H  2.7519  -1.4660  -1.6862
H  1.1658  -1.7718  -1.9699

Computed properties:
- charge = +1
- maximum force (eV Å⁻¹) = 1.2
- E_tot (eV) = -25089.777
- LUMO energy (eV) = -4.819
- HOMO (eV) = -11.606
- Kohn-Sham gap (eV) = 6.79

Atom charges from the Löwdin analysis, given in e for atoms 1 to 2:
1 C -0.053
2 C -0.058

[8]
Density functional theory data (ωB97M-V/def2-TZVPD) for C21H21N5O2Tc as an isolated structure.

Cartesian coordinates (Å):
N  -2.3753  4.6273  -0.1978
C  -1.2750  5.0178  -0.1822
C  0.0348  5.6497  -0.1582
H  -0.0799  6.7360  -0.2752
H  0.6776  5.2699  -0.9617
H  0.5554  5.4373  0.7836
N  3.1673  -3.0879  -0.0319
C  4.1663  -3.1952  -0.6255
C  5.4332  -3.4443  -1.3087
H  5.6456  -2.6506  -2.0447
H  5.3833  -4.4149  -1.8274
H  6.2463  -3.4777  -0.5661
N  -4.6360  -0.2243  -0.6185
C  -4.9651  -1.3277  -0.4322
C  -5.3225  -2.7294  -0.2122
H  -4.5791  -3.2177  0.4422
H  -5.3942  -3.2527  -1.1813
H  -6.3064  -2.8242  0.2712
Tc  0.3459  0.4270  -0.3202
C  0.1735  -1.3912  0.2273
O  0.0852  -2.4829  0.6308
C  2.1106  0.3926  0.3761
O  3.1906  0.2947  0.8142
C  0.4840  1.4359  -2.2477
C  -0.9239  1.5350  -2.4250
C  -1.6818  0.3670  -2.2714
C  -1.0599  -0.8765  -2.5424
C  0.3126  -0.9731  -2.6725
C  1.1113  0.1243  -2.2063
H  1.1608  2.2859  -2.3809
H  -1.3710  2.5213  -2.6157
H  -2.7686  0.3876  -2.1128
H  -1.6686  -1.7679  -2.7288
H  0.8225  -1.8884  -2.9851
H  2.2059  0.0559  -2.2487
N  -2.4973  0.6489  3.0770
C  -2.0051  0.1022  1.9478
N  -0.8890  0.7429  1.6132
C  -0.6351  1.7349  2.5402
C  0.3189  2.7535  2.5173
C  0.1551  3.7789  3.4551
C  -0.8844  3.7337  4.4027
C  -1.8252  2.6932  4.4148
C  -1.6673  1.6923  3.4802
H  -3.3779  0.3743  3.4847
H  -2.4859  -0.6893  1.3858
H  1.1115  2.6889  1.7639
H  0.8506  4.6180  3.4370
H  -0.9664  4.5276  5.1408
H  -2.6590  2.6369  5.1097

Computed properties:
- charge = +4
- maximum force (eV Å⁻¹) = 6.1
- E_tot (eV) = -35811.988
- spin multiplicity = 4
- LUMO energy (spin up / spin down) (eV) = -14.206 / -18.553
- HOMO (spin up / spin down) (eV) = -20.858 / -20.858
- <S²> = 3.787
- Kohn-Sham gap (spin up / spin down) (eV) = 6.65 / 2.30

Atom charges from the Löwdin analysis, given in e for atoms 1 to 2:
1 N 0.139
2 C -0.293

> Which value of E_tot does entry 4 give?

-38414.940 eV

> What is the formula in the sixth record?

C21H21LiN3